Density functional theory data (ωB97M-V/def2-TZVPD) for one molecule with the formula C6H13NO.

LUMO level   0.94 eV
SMILES string   CN(C)CCCC=O
Frontier orbital gap   9.117 eV
Energy relative to the best compared isomer or geometry (same formula, charge and spin)   234.3 kJ/mol
HOMO level   -8.1754 eV
E   -366.3447 Eh

CARTESIAN COORDINATES (ANGSTROEM)
C  0.070  0.307  -1.322
C  0.626  -0.879  -2.120
C  2.079  -1.126  -1.720
O  2.937  -0.293  -1.593
C  -0.795  -0.162  -0.126
N  -0.430  0.488  1.110
C  -0.238  -0.418  2.255
C  -1.109  1.752  1.415
H  -0.476  0.981  -1.977
H  0.913  0.850  -0.906
H  0.100  -1.823  -1.991
H  0.554  -0.615  -3.183
H  2.419  -2.182  -1.647
H  -0.618  -1.234  0.017
H  -1.869  -0.197  -0.411
H  -0.887  -1.290  2.216
H  0.838  -0.562  2.366
H  -0.482  0.053  3.219
H  -2.096  1.826  0.934
H  -0.450  2.515  0.991
H  -1.087  2.008  2.474

Density functional theory data (ωB97M-V/def2-TZVPD) for C9H15AsB2CuF6N5S2 as an isolated structure.

LUMO level (spin up / spin down)   2.66 / 0.25 eV
Frontier orbital gap (spin up / spin down)   8.620 / 6.212 eV
Spin multiplicity   2
HOMO level (spin up / spin down)   -5.9622 / -5.9646 eV
Total charge   -1
E   -5947.5982 Eh

CARTESIAN COORDINATES (ANGSTROEM)
Cu  -0.100  0.272  0.383
C  -2.231  2.748  -1.717
N  -2.276  2.966  -0.284
C  -3.403  3.211  0.460
C  -2.997  3.317  1.745
N  -1.635  3.134  1.790
B  -0.895  3.216  3.180
N  0.516  2.562  3.139
C  1.689  3.241  3.320
C  2.708  2.347  3.304
N  2.146  1.115  3.111
C  2.864  -0.146  3.077
C  0.810  1.262  3.007
S  -0.295  -0.007  2.637
C  -1.213  2.888  0.548
S  0.379  2.504  -0.012
H  -3.224  2.927  -2.116
H  -1.938  1.724  -1.933
H  -1.511  3.427  -2.172
H  -4.379  3.258  0.014
H  -3.561  3.487  2.641
H  -1.582  2.631  3.977
H  -0.738  4.380  3.467
H  1.699  4.309  3.421
H  3.771  2.479  3.375
H  3.893  0.051  2.785
H  2.411  -0.799  2.335
H  2.828  -0.620  4.058
F  1.925  -0.462  0.033
As  3.564  -0.294  -0.695
F  4.098  -1.577  0.354
F  3.934  0.854  0.563
F  5.144  -0.129  -1.372
F  2.937  0.984  -1.680
F  3.108  -1.464  -1.884
B  -4.468  -0.294  -0.468
C  -2.909  -0.433  -0.319
N  -1.757  -0.478  -0.206
H  -4.906  -1.298  -0.976
H  -4.901  -0.128  0.652
H  -4.660  0.683  -1.167

Density functional theory data (ωB97M-V/def2-TZVPD) for one molecule with the formula C3H3ClO2S.

LUMO level   -0.93 eV
SMILES string   O=C(S)C(=O)CCl
Frontier orbital gap   9.345 eV
Energy relative to the best compared isomer or geometry (same formula, charge and spin)   0.0 kJ/mol
HOMO level   -10.2710 eV
E   -1124.9584 Eh

CARTESIAN COORDINATES (ANGSTROEM)
C  -1.174  0.479  0.016
C  0.165  -0.252  0.021
C  1.274  0.778  0.054
H  -3.358  0.552  0.016
H  1.287  1.412  0.946
H  1.108  1.450  -0.809
O  -1.227  1.685  -0.069
O  0.312  -1.450  -0.060
S  -2.572  -0.558  0.024
Cl  2.815  -0.140  -0.003

Density functional theory data (ωB97M-V/def2-TZVPD) for C49H52Cl5N5O3STa as an isolated structure.

LUMO level   -3.39 eV
Frontier orbital gap   6.797 eV
Energy relative to the best compared isomer or geometry (same formula, charge and spin)   67.2 kJ/mol
HOMO level   -10.1914 eV
Total charge   +1
E   -5153.9300 Eh

CARTESIAN COORDINATES (ANGSTROEM)
Ta  -0.518  0.076  1.026
Cl  -2.154  -2.244  3.526
C  -1.121  -1.007  4.132
C  -0.413  -0.145  3.264
C  0.484  0.726  3.899
Cl  1.441  1.726  2.863
C  0.672  0.801  5.265
Cl  1.826  1.884  5.926
C  -0.082  -0.030  6.083
Cl  0.107  0.049  7.779
C  -0.973  -0.941  5.518
Cl  -1.871  -1.992  6.530
C  0.097  6.157  -3.625
O  -0.106  5.369  -4.787
C  0.602  4.229  -4.904
C  1.493  3.757  -3.942
C  2.170  2.562  -4.156
C  1.992  1.851  -5.336
C  1.141  2.363  -6.316
C  0.428  3.520  -6.094
N  2.730  0.679  -5.702
N  3.089  -0.156  -4.859
C  2.620  -0.132  -3.510
C  3.530  -0.233  -2.494
C  3.131  -0.288  -1.143
C  1.807  -0.303  -0.820
O  1.334  -0.346  0.436
C  0.844  -0.247  -1.851
N  -0.464  -0.242  -1.452
C  -1.403  -0.205  -2.370
C  -1.112  -0.219  -3.746
C  0.190  -0.215  -4.159
C  1.229  -0.181  -3.201
H  -0.508  7.048  -3.754
H  1.144  6.446  -3.517
H  -0.232  5.629  -2.727
H  1.677  4.317  -3.034
H  2.886  2.221  -3.419
H  1.050  1.826  -7.254
H  -0.249  3.922  -6.839
H  4.586  -0.244  -2.745
H  3.869  -0.315  -0.348
H  -2.427  -0.179  -2.017
H  -1.924  -0.236  -4.463
H  0.426  -0.251  -5.216
C  -7.242  -2.220  -1.060
C  -6.199  -3.130  -1.176
C  -4.913  -2.753  -0.821
C  -4.643  -1.473  -0.329
C  -5.699  -0.561  -0.237
C  -6.984  -0.935  -0.598
C  -3.238  -1.159  -0.005
C  -2.694  -0.194  0.759
C  -3.483  0.719  1.648
C  -4.292  0.187  2.660
C  -4.996  1.014  3.519
C  -4.913  2.396  3.394
C  -4.129  2.941  2.389
C  -3.419  2.109  1.531
H  -8.248  -2.507  -1.339
H  -6.387  -4.129  -1.550
H  -4.098  -3.465  -0.916
H  -5.517  0.452  0.097
H  -7.792  -0.216  -0.519
H  -2.550  -1.848  -0.493
H  -4.388  -0.886  2.754
H  -5.622  0.576  4.288
H  -5.464  3.042  4.067
H  -4.070  4.017  2.269
H  -2.835  2.538  0.733
C  2.443  -3.734  -2.201
C  3.809  -3.960  -1.547
C  3.816  -3.857  -0.021
C  2.907  -4.858  0.700
N  1.496  -4.428  0.736
C  1.002  -3.316  1.295
S  -0.418  -2.662  0.582
N  1.543  -2.756  2.379
C  2.164  -3.428  3.535
C  2.764  -2.405  4.493
C  4.128  -1.847  4.073
C  4.078  -0.838  2.923
H  2.557  -3.544  -3.270
H  1.928  -2.872  -1.762
H  1.793  -4.610  -2.103
H  4.514  -3.221  -1.935
H  4.194  -4.943  -1.837
H  3.523  -2.844  0.279
H  4.838  -4.015  0.336
H  3.272  -5.028  1.703
H  2.920  -5.823  0.194
H  0.955  -4.705  -0.065
H  1.073  -1.905  2.646
H  2.938  -4.114  3.220
H  1.396  -4.013  4.046
H  2.051  -1.579  4.636
H  2.865  -2.900  5.460
H  4.780  -2.683  3.802
H  4.582  -1.367  4.942
H  3.637  -1.272  2.023
H  5.083  -0.489  2.675
H  3.482  0.036  3.203
C  1.288  3.140  -0.425
C  -0.184  3.118  -0.031
C  -0.468  4.177  1.023
C  -1.042  3.352  -1.266
O  -0.530  1.809  0.527
H  1.573  4.164  -0.675
H  1.464  2.507  -1.297
H  1.924  2.793  0.392
H  0.172  4.047  1.895
H  -1.508  4.136  1.349
H  -0.278  5.163  0.595
H  -0.749  4.299  -1.725
H  -2.104  3.403  -1.016
H  -0.888  2.555  -1.998